#one
{
  "formula": "C2H2N2O2S",
  "method": "wB97M-V/def2-TZVPD",
  "multiplicity": 1,
  "lumo_ev": -0.738,
  "homo_lumo_gap_ev": 8.6421,
  "total_charge": 0,
  "smiles": "O=c1[nH][nH]oc1=S",
  "symbols": ["C", "C", "H", "H", "N", "N", "O", "O", "S"],
  "coordinates": [[0.17, 0.96, -0.01], [1.19, -0.17, -0.03], [-1.83, 0.73, -0.48], [-1.18, -1.51, 0.80], [-1.06, 0.31, 0.06], [-0.93, -1.08, -0.10], [0.37, 2.14, -0.06], [0.49, -1.31, -0.15], [2.78, -0.07, -0.02]],
  "mulliken_charge": [0.45, 0.28, 0.30, 0.28, -0.10, -0.25, -0.52, -0.21, -0.24]
}

---

#two
{
  "formula": "C2H2N2O2S",
  "method": "wB97M-V/def2-TZVPD",
  "multiplicity": 1,
  "lumo_ev": -0.596,
  "homo_lumo_gap_ev": 10.4922,
  "total_charge": 0,
  "smiles": "[H]/N=C/S(=O)(=O)C#N",
  "symbols": ["C", "C", "N", "N", "O", "O", "S", "H", "H"],
  "coordinates": [[-1.32, 1.20, -0.06], [0.93, -0.34, -0.17], [-1.45, 2.33, -0.18], [1.42, 0.50, 0.64], [-0.96, -1.38, 1.17], [-1.40, -1.30, -1.23], [-0.87, -0.68, -0.07], [1.29, -1.08, -0.96], [2.36, 0.74, 0.86]],
  "mulliken_charge": [0.21, 0.05, -0.33, -0.47, -0.49, -0.51, 0.95, 0.33, 0.26]
}

---

Quick one: most stable of them? #one

---

#one
{
  "formula": "C2H4ClOP",
  "method": "wB97M-V/def2-TZVPD",
  "multiplicity": 1,
  "lumo_ev": 0.329,
  "homo_lumo_gap_ev": 10.0338,
  "total_charge": 0,
  "smiles": "C=CP(O)Cl",
  "symbols": ["C", "C", "O", "P", "Cl", "H", "H", "H", "H"],
  "coordinates": [[1.38, -1.02, -0.36], [0.52, -0.20, 0.24], [-1.06, 1.78, 0.40], [-0.86, 0.56, -0.65], [-2.37, -0.89, 0.19], [2.19, -1.50, 0.18], [1.31, -1.24, -1.41], [0.59, 0.04, 1.29], [-1.70, 2.45, 0.13]],
  "mulliken_charge": [-0.49, -0.10, -0.43, 0.21, -0.30, 0.24, 0.22, 0.32, 0.33]
}

---

#two
{
  "formula": "C2H4ClOP",
  "method": "wB97M-V/def2-TZVPD",
  "multiplicity": 1,
  "lumo_ev": 0.203,
  "homo_lumo_gap_ev": 9.6405,
  "total_charge": 0,
  "symbols": ["C", "C", "O", "P", "Cl", "H", "H", "H", "H"],
  "coordinates": [[-1.37, -0.03, -0.36], [0.28, 0.01, 0.31], [2.82, -1.18, 0.50], [1.91, -0.68, -0.49], [1.11, 1.59, 0.01], [-2.03, -0.17, 0.42], [-1.51, 1.06, -0.67], [-1.52, -0.62, -1.18], [0.29, 0.01, 1.46]],
  "mulliken_charge": [-0.89, -0.03, -0.42, 0.26, -0.18, 0.31, 0.27, 0.33, 0.35]
}

---

#three
{
  "formula": "C2H4ClOP",
  "method": "wB97M-V/def2-TZVPD",
  "multiplicity": 1,
  "lumo_ev": 0.450,
  "homo_lumo_gap_ev": 9.7462,
  "total_charge": 0,
  "symbols": ["C", "C", "O", "P", "Cl", "H", "H", "H", "H"],
  "coordinates": [[1.33, 0.05, -0.41], [-0.31, -0.17, 0.40], [-2.70, 1.13, 0.64], [-1.75, 0.69, -0.39], [-1.19, -1.55, -0.26], [2.10, 0.27, 0.38], [1.60, -1.03, -0.68], [1.34, 0.81, -1.17], [-0.42, -0.19, 1.50]],
  "mulliken_charge": [-0.81, -0.02, -0.49, 0.18, -0.13, 0.27, 0.27, 0.33, 0.41]
}

---

Quick one: most stable of them? #one

---

#one
{
  "formula": "C2H4ClOP",
  "method": "wB97M-V/def2-TZVPD",
  "multiplicity": 1,
  "lumo_ev": [-3.617, -3.921],
  "homo_lumo_gap_ev": [4.0505, 3.3178],
  "total_charge": 0,
  "symbols": ["C", "C", "O", "P", "Cl", "H", "H", "H", "H"],
  "coordinates": [[-0.45, -0.15, 1.34], [0.20, -0.22, 0.14], [2.27, 0.36, -1.50], [1.95, 0.10, 0.04], [-3.29, -0.03, -0.85], [-0.07, 0.05, 2.25], [-1.59, -0.23, 1.30], [-0.53, -0.26, -0.65], [1.51, 0.39, -2.06]],
  "mulliken_charge": [-0.41, 0.07, -0.39, 0.42, -0.76, 0.33, 0.15, 0.20, 0.39]
}

---

#two
{
  "formula": "C2H4ClOP",
  "method": "wB97M-V/def2-TZVPD",
  "multiplicity": 1,
  "lumo_ev": [-1.669, -1.802],
  "homo_lumo_gap_ev": [7.2596, 7.0420],
  "total_charge": 0,
  "symbols": ["C", "C", "O", "P", "Cl", "H", "H", "H", "H"],
  "coordinates": [[-0.36, -0.05, -0.12], [-0.46, -0.19, 1.31], [1.20, 0.31, -2.71], [-1.10, -0.58, -1.47], [2.00, 1.07, -1.58], [0.62, 0.38, -0.53], [0.36, -0.74, 1.66], [-1.48, -0.78, 1.45], [-0.77, 0.58, 1.99]],
  "mulliken_charge": [0.43, -0.83, -0.51, 0.11, 0.01, -0.04, 0.25, 0.24, 0.32]
}

---

#three
{
  "formula": "C2H4ClOP",
  "method": "wB97M-V/def2-TZVPD",
  "multiplicity": 1,
  "lumo_ev": [-0.788, -0.789],
  "homo_lumo_gap_ev": [7.6065, 7.6040],
  "total_charge": 0,
  "symbols": ["C", "C", "O", "P", "Cl", "H", "H", "H", "H"],
  "coordinates": [[-1.63, -0.62, -0.06], [1.99, 0.41, -0.25], [-0.22, 1.59, 0.36], [0.20, 0.21, 0.04], [3.16, -0.85, 0.09], [-2.14, 0.18, 0.29], [-1.79, -0.75, -1.25], [-1.69, -1.50, 0.44], [2.11, 1.32, 0.34]],
  "mulliken_charge": [-0.85, -0.43, -0.55, 0.76, -0.15, 0.31, 0.28, 0.36, 0.28]
}

---

Quick one: most stable of them? #one

---

#one
{
  "formula": "C6H10O3",
  "method": "wB97M-V/def2-TZVPD",
  "multiplicity": 1,
  "lumo_ev": 0.208,
  "homo_lumo_gap_ev": 8.5365,
  "total_charge": 0,
  "symbols": ["C", "C", "C", "C", "C", "C", "O", "O", "O", "H", "H", "H", "H", "H", "H", "H", "H", "H", "H"],
  "coordinates": [[-1.59, 0.29, 0.59], [-0.36, 0.26, 1.25], [0.15, -0.95, 1.96], [0.78, 0.67, -0.58], [0.64, -0.61, -1.30], [-0.10, -0.73, -2.40], [2.01, 0.82, -0.03], [-2.01, 1.30, -0.07], [0.18, 1.75, -0.98], [2.09, 1.74, 0.25], [-0.89, 1.72, -0.64], [-2.16, -0.65, 0.49], [0.01, 1.22, 1.59], [1.18, -1.45, -0.88], [-0.34, -1.86, 1.61], [1.23, -1.06, 1.80], [-0.01, -0.89, 3.04], [-0.20, -1.68, -2.91], [-0.63, 0.12, -2.81]],
  "mulliken_charge": [-0.03, -0.02, -1.31, 0.58, -0.25, -0.73, -0.46, -0.60, -0.60, 0.39, 0.44, 0.31, 0.39, 0.32, 0.33, 0.30, 0.36, 0.29, 0.28]
}

---

#two
{
  "formula": "C6H10O3",
  "method": "wB97M-V/def2-TZVPD",
  "multiplicity": 1,
  "lumo_ev": 0.262,
  "homo_lumo_gap_ev": 10.0165,
  "total_charge": 0,
  "symbols": ["C", "C", "C", "C", "C", "C", "H", "H", "H", "H", "H", "H", "H", "H", "H", "H", "O", "O", "O"],
  "coordinates": [[2.20, -0.45, -0.87], [1.07, -0.02, 0.00], [0.20, -1.35, 0.46], [-2.12, -0.44, -0.02], [-1.30, 0.71, 0.27], [-0.15, 0.68, -0.59], [2.76, 0.35, -1.39], [2.81, -1.14, -0.17], [1.76, -1.20, -1.65], [1.75, -0.09, 1.93], [0.72, -2.28, 0.24], [-0.01, -1.24, 1.59], [-2.61, -0.59, -1.02], [-2.84, -0.75, 0.72], [-1.08, 0.88, 1.37], [-0.33, 0.40, -1.64], [1.56, 0.87, 1.04], [-1.09, -1.49, -0.11], [-0.76, 1.98, -0.35]],
  "mulliken_charge": [-1.40, 1.13, -0.75, -0.46, 0.04, -0.14, 0.33, 0.30, 0.32, 0.41, 0.31, 0.39, 0.24, 0.25, 0.21, 0.33, -0.59, -0.40, -0.50]
}

---

Quick one: most stable of them? #one

---

#one
{
  "formula": "C5H10NOS",
  "method": "wB97M-V/def2-TZVPD",
  "multiplicity": 1,
  "lumo_ev": -6.626,
  "homo_lumo_gap_ev": 7.2705,
  "total_charge": 1,
  "symbols": ["C", "C", "C", "C", "C", "N", "O", "S", "H", "H", "H", "H", "H", "H", "H", "H", "H", "H"],
  "coordinates": [[0.34, 0.91, -0.86], [-0.39, 1.60, 0.38], [-1.46, 0.69, 0.70], [-1.33, -0.66, 1.19], [1.17, -1.19, -1.51], [0.99, -0.22, -0.44], [0.06, 1.31, -1.95], [2.38, 0.06, 0.41], [0.27, 1.60, 1.23], [-0.70, 2.55, 0.07], [-0.38, -0.86, 1.35], [-2.45, 1.05, 0.49], [-1.95, -0.63, 2.14], [-2.00, -1.26, 0.54], [1.54, -2.12, -1.04], [0.14, -1.46, -1.98], [1.82, -0.83, -2.36], [1.97, -0.53, 1.63]],
  "mulliken_charge": [0.38, -0.66, 0.24, -0.95, -0.87, 0.06, -0.42, -0.09, 0.31, 0.41, 0.27, 0.39, 0.44, 0.37, 0.34, 0.31, 0.32, 0.17]
}

---

#two
{
  "formula": "C5H10NOS",
  "method": "wB97M-V/def2-TZVPD",
  "multiplicity": 1,
  "lumo_ev": -7.515,
  "homo_lumo_gap_ev": 8.0081,
  "total_charge": 1,
  "symbols": ["C", "C", "C", "C", "C", "N", "O", "S", "H", "H", "H", "H", "H", "H", "H", "H", "H", "H"],
  "coordinates": [[3.66, -1.58, -0.29], [-0.56, -0.53, 1.26], [-1.93, 1.21, 0.01], [-0.37, -0.50, -1.24], [-0.68, 0.39, 0.00], [2.73, -0.92, -0.26], [0.77, 2.73, 0.11], [0.92, 1.30, 0.26], [4.53, -2.07, -0.13], [-1.50, -1.01, 1.39], [0.26, -1.23, 1.17], [-0.36, 0.14, 2.21], [-1.79, 1.87, 0.84], [-2.70, 0.54, 0.24], [-2.04, 1.70, -0.86], [0.65, -0.48, -1.41], [-0.75, -1.54, -1.18], [-0.85, -0.03, -2.11]],
  "mulliken_charge": [-0.16, -1.45, -1.54, -1.28, 1.00, -0.27, -0.31, 0.83, 0.41, 0.43, 0.40, 0.46, 0.44, 0.43, 0.47, 0.46, 0.32, 0.37]
}

---

#three
{
  "formula": "C5H10NOS",
  "method": "wB97M-V/def2-TZVPD",
  "multiplicity": 1,
  "lumo_ev": -3.788,
  "homo_lumo_gap_ev": 9.5429,
  "total_charge": 1,
  "symbols": ["C", "C", "C", "C", "C", "N", "O", "S", "H", "H", "H", "H", "H", "H", "H", "H", "H", "H"],
  "coordinates": [[2.56, -1.22, 0.17], [0.00, -0.31, -1.08], [0.36, 1.12, 0.95], [2.07, -0.07, -0.72], [-1.73, 0.02, 0.66], [-0.54, 0.54, -0.12], [1.73, -1.93, 0.66], [1.99, 1.48, 0.12], [3.58, -1.39, 0.27], [-0.26, -0.05, -2.15], [0.12, -1.33, -0.85], [0.03, 2.07, 1.38], [0.34, 0.47, 1.76], [2.65, 0.21, -1.58], [-1.86, 0.80, 1.42], [-2.69, -0.09, 0.10], [-1.64, -1.04, 1.01], [-0.84, 1.46, -0.54]],
  "mulliken_charge": [0.01, -0.68, -0.83, -0.35, -0.78, 0.04, -0.42, -0.04, 0.47, 0.31, 0.41, 0.45, 0.54, 0.45, 0.37, 0.34, 0.33, 0.37]
}

---

Quick one: most stable of them? #three

---

#one
{
  "formula": "C3H6NO4",
  "method": "wB97M-V/def2-TZVPD",
  "multiplicity": 1,
  "lumo_ev": 4.038,
  "homo_lumo_gap_ev": 8.5477,
  "total_charge": -1,
  "symbols": ["C", "C", "C", "N", "O", "O", "O", "O", "H", "H", "H", "H", "H", "H"],
  "coordinates": [[1.15, 0.02, -1.60], [-0.36, -0.58, 1.25], [-0.39, 0.22, -1.25], [-0.76, 0.33, 0.19], [2.00, 0.72, -0.92], [1.34, -0.56, -2.65], [1.07, 1.86, 1.11], [-0.23, 1.88, 0.70], [0.78, -0.67, 1.52], [-0.87, -0.37, 2.20], [-0.56, -1.66, 0.87], [-1.08, -0.62, -1.60], [-1.05, 1.09, -1.63], [1.58, 1.52, 0.23]],
  "mulliken_charge": [0.62, -0.65, -0.44, -0.21, -0.76, -0.68, -0.42, -0.26, 0.24, 0.29, 0.28, 0.31, 0.20, 0.47]
}

---

#two
{
  "formula": "C3H6NO4",
  "method": "wB97M-V/def2-TZVPD",
  "multiplicity": 1,
  "lumo_ev": 4.211,
  "homo_lumo_gap_ev": 8.3446,
  "total_charge": -1,
  "smiles": "[O-][C@]1(O)CCON1O",
  "symbols": ["C", "C", "C", "N", "O", "O", "O", "O", "H", "H", "H", "H", "H", "H"],
  "coordinates": [[-0.63, -0.37, 0.18], [-0.88, 1.15, 0.14], [0.95, -0.57, 0.12], [1.43, 0.79, 0.60], [2.15, 1.26, -0.53], [0.23, 1.67, 0.76], [1.14, -1.60, 1.13], [1.56, -0.94, -0.95], [-1.09, -0.78, 1.14], [-1.05, -0.83, -0.83], [-1.13, 1.56, -0.80], [-1.81, 1.55, 0.72], [1.97, -2.03, 0.97], [1.99, 0.49, -1.22]],
  "mulliken_charge": [-0.58, -0.45, 0.75, -0.12, -0.46, -0.30, -0.54, -0.91, 0.26, 0.20, 0.28, 0.21, 0.31, 0.35]
}

---

Quick one: most stable of them? #two